# 1
Molecular formula: C4H17NO6S
Method: DFT, ωB97M-V with the def2-TZVPD basis set

Structure (ORCA input):
```
! RIJCOSX wB97M-V def2-TZVPD def2/J DEFGRID3
* xyz 0 1
O 2.41 0.27 -2.01
C 1.48 0.25 -1.29
O 0.36 1.11 -1.57
C 1.16 -0.02 0.20
C -0.16 -0.85 0.24
C -0.32 -1.66 1.51
S -2.03 -2.44 1.40
N 2.24 -0.58 0.96
H 0.41 1.61 -2.41
H 0.94 1.01 0.53
H -1.04 -0.27 -0.02
H 0.08 -1.60 -0.53
H 0.29 -2.57 1.55
H -0.31 -1.21 2.49
H -2.76 -1.36 1.64
H 3.10 -0.06 0.94
H 1.97 -1.16 1.73
H 2.27 3.79 0.72
H 0.85 3.53 0.84
O 1.55 3.97 1.34
H -1.68 -2.04 -2.53
H -0.66 -1.11 -3.41
O -0.90 -1.97 -3.08
H 0.41 1.99 3.18
H 0.64 3.45 3.02
O -0.01 2.83 3.39
H -3.47 0.75 -2.13
H -1.95 0.42 -2.07
O -2.78 0.19 -2.51
*
```

Results
**Calculated total energy**: -29033.3027 eV
**Orbital gap**: 9.366 eV
**Energy above the lowest of the compared OMol25 structures with the same formula, charge and spin**: 120.3 kJ/mol
**Largest force on an atom**: 3.7 eV/Å

=====

# 2
Molecular formula: C7H12N2
Method: DFT, ωB97M-V with the def2-TZVPD basis set

Structure (ORCA input):
```
! RIJCOSX wB97M-V def2-TZVPD def2/J DEFGRID3
* xyz 2 1
C 0.86 -1.06 -0.11
C -0.54 -0.56 -0.10
C 2.20 0.92 -0.03
C 2.51 2.16 -0.05
C -3.23 0.18 0.59
C 3.24 -1.17 -0.06
C -2.58 0.44 -0.74
N 2.02 -0.32 -0.03
N -1.26 0.11 -0.92
H 0.97 -2.12 0.05
H -1.17 -1.37 0.36
H 2.19 2.72 -0.97
H 3.13 2.75 0.74
H -2.59 0.72 1.34
H -4.27 0.56 0.57
H -3.13 -0.94 0.88
H 4.19 -0.56 0.06
H 3.37 -1.60 -1.18
H 3.23 -1.97 0.62
H -2.70 1.51 -1.04
H -3.07 -0.07 -1.67
*
```

Results
**Calculated total energy**: -10409.3742 eV
**Orbital gap (spin up / spin down)**: 6.584 / 7.737 eV
**Energy above the lowest of the compared OMol25 structures with the same formula, charge and spin**: 479.9 kJ/mol
**Largest force on an atom**: 5.5 eV/Å

=====

# 3
Molecular formula: C7H10
Method: DFT, ωB97M-V with the def2-TZVPD basis set

Structure (ORCA input):
```
! RIJCOSX wB97M-V def2-TZVPD def2/J DEFGRID3
* xyz 0 1
C -0.42 -1.46 -1.43
C -0.24 0.04 -1.19
C 0.05 0.39 0.26
C 1.48 0.63 0.68
C 0.54 1.79 0.56
C -0.80 -0.25 1.25
C -1.46 -0.82 2.08
H 0.43 -2.02 -1.05
H -0.53 -1.67 -2.50
H -1.32 -1.82 -0.92
H 0.58 0.42 -1.80
H -1.15 0.58 -1.52
H 1.76 0.31 1.68
H 2.25 0.50 -0.07
H 0.66 2.45 -0.30
H 0.18 2.27 1.46
H -2.02 -1.35 2.82
*
```

Results
**Calculated total energy**: -7418.6430 eV
**Orbital gap**: 10.455 eV
**Energy above the lowest of the compared OMol25 structures with the same formula, charge and spin**: 230.8 kJ/mol
**Largest force on an atom**: 0.4 eV/Å

=====

# 4
Molecular formula: C7H10N3
Method: DFT, ωB97M-V with the def2-TZVPD basis set

Structure (ORCA input):
```
! RIJCOSX wB97M-V def2-TZVPD def2/J DEFGRID3
* xyz 1 1
C -2.16 1.50 0.08
C 0.23 1.72 -0.05
C 1.36 0.99 0.04
C 0.35 -1.15 0.46
C 2.73 1.56 -0.15
C -1.26 -2.78 -0.50
C -0.62 -1.97 0.60
N -3.33 1.44 -0.10
N -0.99 1.17 0.15
N 1.35 -0.38 0.31
H 0.30 2.78 -0.25
H 3.27 1.03 -0.93
H 2.67 2.61 -0.43
H 3.31 1.50 0.78
H -0.77 -2.61 -1.46
H -2.31 -2.51 -0.57
H -1.20 -3.83 -0.24
H -1.05 -2.11 1.58
H -4.17 1.83 0.25
H 2.28 -0.78 0.41
*
```

Results
**Calculated total energy**: -11882.1860 eV
**Orbital gap**: 8.189 eV
**Energy above the lowest of the compared OMol25 structures with the same formula, charge and spin**: 272.8 kJ/mol
**Largest force on an atom**: 1.8 eV/Å

=====

# 5
Molecular formula: C13H18N7O4SeW
Method: DFT, ωB97M-V with the def2-TZVPD basis set

Structure (ORCA input):
```
! RIJCOSX wB97M-V def2-TZVPD def2/J DEFGRID3
* xyz 3 1
W -0.01 0.93 1.10
N 0.21 1.58 3.53
C 1.47 1.24 4.29
C 2.69 1.35 3.36
C 2.12 0.75 2.14
O 1.36 -0.28 2.17
O 1.98 1.43 1.04
H 0.02 2.58 3.62
H -0.56 1.12 4.02
H 1.37 0.23 4.65
H 1.58 1.90 5.15
H 3.55 0.81 3.75
H 2.98 2.37 3.14
Se -0.17 3.41 0.94
C -1.94 3.59 0.50
N -3.07 3.64 0.30
N 0.60 1.04 -6.16
C -0.20 0.44 -5.26
O -1.03 -0.41 -5.47
C -0.04 0.81 -3.80
C -1.18 1.25 -3.11
C -1.14 1.34 -1.74
N -0.03 1.02 -1.04
C 1.08 0.62 -1.70
C 1.10 0.51 -3.07
H 0.50 0.78 -7.13
H 1.21 1.81 -5.93
H -2.09 1.48 -3.64
H -2.01 1.66 -1.19
H 1.96 0.38 -1.11
H 2.01 0.17 -3.56
C 0.00 -4.34 1.50
N -0.81 -3.43 0.64
C -1.88 -4.03 -0.23
C -0.58 -2.19 0.60
N -0.41 -1.02 0.53
H 0.45 -5.10 0.85
H -0.68 -4.81 2.21
H 0.77 -3.78 2.01
H -1.41 -4.76 -0.88
H -2.36 -3.25 -0.81
H -2.60 -4.51 0.43
O -2.94 0.82 1.82
N -1.86 0.84 1.50
*
```

Results
**Calculated total energy**: -99534.7511 eV
**Orbital gap (spin up / spin down)**: 3.477 / 3.634 eV
**Energy above the lowest of the compared OMol25 structures with the same formula, charge and spin**: 201.9 kJ/mol
**Largest force on an atom**: 2.0 eV/Å

=====

# 6
Molecular formula: CH2INO4
Method: DFT, ωB97M-V with the def2-TZVPD basis set

Structure (ORCA input):
```
! RIJCOSX wB97M-V def2-TZVPD def2/J DEFGRID3
* xyz 0 1
C -0.96 -0.04 -0.43
N 1.28 -0.35 -2.64
O 0.51 0.32 -3.21
O 2.46 -0.44 -2.86
O -0.67 -0.88 -1.48
O 0.71 -1.12 -1.56
I -2.41 -0.83 0.88
H 0.01 -0.11 0.14
H -1.24 0.84 -0.85
*
```

Results
**Calculated total energy**: -18842.5887 eV
**Orbital gap**: 10.092 eV
**Energy above the lowest of the compared OMol25 structures with the same formula, charge and spin**: 276.8 kJ/mol
**Largest force on an atom**: 4.0 eV/Å

=====

# 7
Molecular formula: C9H13NO2
Method: DFT, ωB97M-V with the def2-TZVPD basis set

Structure (ORCA input):
```
! RIJCOSX wB97M-V def2-TZVPD def2/J DEFGRID3
* xyz -1 2
C 2.02 2.08 -2.15
C 3.04 1.21 -1.47
O 3.75 1.53 -0.57
N 3.10 0.00 -2.12
H 2.67 2.57 -2.90
H 1.61 2.83 -1.48
H 3.80 -0.71 -1.69
H 2.98 -0.32 -3.06
H 1.15 1.48 -2.59
C -4.45 -0.78 1.04
C -0.24 -0.64 0.89
C -0.81 -1.17 2.06
C -0.98 -0.20 -0.23
C -2.23 -1.11 2.07
C -2.32 -0.18 -0.24
C -2.97 -0.67 1.00
O 1.13 -0.47 0.60
H 1.58 -0.52 1.50
H -0.28 -1.59 2.89
H -0.35 0.40 -1.09
H -2.67 -1.45 2.93
H -2.95 -0.10 -1.10
H -4.97 -0.68 0.07
H -4.81 0.11 1.62
H -4.91 -1.75 1.50
*
```

Results
**Calculated total energy**: -15126.5601 eV
**Orbital gap (spin up / spin down)**: 2.270 / 6.405 eV
**Energy above the lowest of the compared OMol25 structures with the same formula, charge and spin**: 213.6 kJ/mol
**Largest force on an atom**: 5.7 eV/Å

=====

# 8
Molecular formula: C16H14AlCl2F2IN3O7
Method: DFT, ωB97M-V with the def2-TZVPD basis set

Structure (ORCA input):
```
! RIJCOSX wB97M-V def2-TZVPD def2/J DEFGRID3
* xyz 1 1
O 0.64 3.84 0.58
N -0.05 4.42 -0.24
O -0.51 3.60 -1.20
C -0.54 2.19 -0.74
C -1.89 1.79 0.16
C -3.03 2.94 0.47
C -3.85 2.74 1.88
F -3.06 2.11 2.97
C -1.98 0.21 0.65
C -0.79 -0.90 0.28
I -1.07 -2.92 1.08
C 0.53 -0.52 -0.61
C 0.64 1.07 -1.12
C 1.93 1.55 -2.01
O 2.05 2.76 -2.62
C 3.23 0.55 -2.16
C 3.13 -0.86 -1.70
C 1.74 -1.54 -1.06
O 1.72 -2.87 -1.02
H -3.79 2.91 -0.42
H -2.55 4.03 0.52
H -4.89 2.20 1.67
H -4.14 3.83 2.25
H -2.92 -0.15 1.27
H 4.24 0.92 -2.63
H 4.09 -1.56 -1.82
F -4.34 4.98 3.51
C 8.01 0.15 -2.46
C 6.84 -0.45 -1.71
N 5.87 -0.95 -1.08
H 8.51 0.90 -1.84
H 8.72 -0.63 -2.73
H 7.65 0.64 -3.38
Cl 3.35 -6.93 2.25
C 2.81 -6.85 0.56
C 2.00 -5.60 0.27
Cl 0.42 -5.62 1.09
H 2.24 -7.76 0.34
H 3.71 -6.86 -0.06
H 1.80 -5.52 -0.80
H 2.53 -4.69 0.58
Al -6.34 1.97 1.96
N -10.67 2.72 2.27
O -11.33 3.76 2.16
O -9.54 2.65 1.76
O -11.13 1.75 2.89
*
```

Results
**Calculated total energy**: -80760.3181 eV
**Orbital gap**: 1.514 eV
**Largest force on an atom**: 10.4 eV/Å

=====

# 9
Molecular formula: C3H9NS
Method: DFT, ωB97M-V with the def2-TZVPD basis set

Structure (ORCA input):
```
! RIJCOSX wB97M-V def2-TZVPD def2/J DEFGRID3
* xyz 0 1
C 1.12 1.03 -0.69
C 0.13 -0.07 -0.33
C 0.46 -0.81 0.96
S -2.72 -1.63 0.29
N -1.22 0.47 -0.43
H 2.14 0.67 -0.62
H 0.89 1.36 -1.70
H 1.01 1.91 -0.07
H 0.18 -0.77 -1.15
H 1.39 -0.53 1.45
H 0.41 -1.89 0.84
H -0.34 -0.59 1.69
H -1.94 -0.25 -0.57
H -1.50 1.10 0.33
*
```

Results
**Calculated total energy**: -15578.7669 eV
**Orbital gap**: 6.627 eV
**Energy above the lowest of the compared OMol25 structures with the same formula, charge and spin**: 343.8 kJ/mol
**Largest force on an atom**: 1.5 eV/Å

=====

# 10
Molecular formula: C18H23N5O4S
Method: DFT, ωB97M-V with the def2-TZVPD basis set

Structure (ORCA input):
```
! RIJCOSX wB97M-V def2-TZVPD def2/J DEFGRID3
* xyz 0 1
C -5.09 -1.13 -0.26
C -4.32 -0.81 0.98
C -4.99 -0.47 2.15
C -4.32 -0.22 3.33
C -2.93 -0.32 3.34
C -2.24 -0.65 2.19
C -2.92 -0.87 1.01
N -2.16 -1.19 -0.13
C -2.18 -0.49 -1.30
O -2.98 0.38 -1.57
C -1.06 -0.90 -2.25
C -1.48 -0.73 -3.70
H -2.24 -1.47 -3.94
H -1.90 0.26 -3.85
H -0.63 -0.86 -4.37
H -0.69 -1.90 -2.04
S 0.36 0.24 -1.92
C 0.96 -0.45 -0.44
N 0.53 -1.55 0.13
N 1.19 -1.69 1.29
C 2.02 -0.70 1.41
N 1.92 0.14 0.33
C 2.66 1.33 0.04
H 2.80 1.90 0.96
H 2.07 1.93 -0.66
C 4.05 1.04 -0.56
C 3.98 0.43 -1.96
H 4.91 -0.10 -2.18
C 3.84 1.67 -2.84
H 2.80 1.94 -2.97
C 4.59 2.74 -2.04
H 5.59 2.94 -2.44
H 4.04 3.69 -2.00
O 4.76 2.24 -0.72
H 4.28 1.53 -3.83
H 3.15 -0.27 -2.08
H 4.62 0.41 0.14
C 2.90 -0.46 2.58
H 2.79 -1.29 3.27
H 2.61 0.46 3.08
H 3.94 -0.38 2.28
H -1.28 -1.67 0.07
H -1.16 -0.75 2.23
N -2.20 -0.05 4.55
O -0.99 0.04 4.47
O -2.84 0.08 5.58
H -4.84 0.05 4.24
H -6.07 -0.41 2.14
H -4.97 -0.32 -0.98
H -4.70 -2.04 -0.72
H -6.15 -1.26 -0.04
*
```

Results
**Calculated total energy**: -45513.1390 eV
**Orbital gap**: 8.656 eV
**Energy above the lowest of the compared OMol25 structures with the same formula, charge and spin**: 386.3 kJ/mol
**Largest force on an atom**: 1.5 eV/Å

=====

# 11
Molecular formula: C14H31IO4PTa
Method: DFT, ωB97M-V with the def2-TZVPD basis set

Structure (ORCA input):
```
! RIJCOSX wB97M-V def2-TZVPD def2/J DEFGRID3
* xyz -2 1
C -1.51 -1.83 -2.55
C -2.35 -2.67 -1.45
C -3.55 -1.83 -0.78
C -3.05 -0.63 0.17
C -1.88 -1.06 1.19
C -1.61 0.07 2.33
C -0.92 1.40 1.76
C 0.43 1.84 2.51
C 1.49 0.68 2.77
Ta 3.14 0.38 1.20
I 5.26 -0.16 -0.66
C 1.65 -0.25 -0.48
C 1.97 0.38 -1.91
O 0.79 0.49 -2.79
C -0.16 1.41 -2.23
C -1.07 2.15 -3.32
P 3.29 -2.11 2.00
O 3.54 -2.06 3.55
C 3.18 2.59 0.55
O 2.28 3.21 -0.13
O 4.29 3.33 0.97
H -2.03 -0.85 -2.83
H -1.40 -2.47 -3.50
H -0.47 -1.67 -2.10
H -2.82 -3.56 -2.00
H -1.63 -3.09 -0.67
H -4.24 -1.41 -1.60
H -4.18 -2.59 -0.19
H -3.95 -0.31 0.79
H -2.76 0.24 -0.50
H -0.93 -1.42 0.68
H -2.30 -1.98 1.77
H -2.66 0.35 2.70
H -1.08 -0.41 3.22
H -1.67 2.26 1.97
H -0.81 1.41 0.61
H 0.82 2.76 1.98
H 0.09 2.21 3.55
H 1.03 -0.37 2.96
H 2.03 0.93 3.76
H 4.46 0.76 2.48
H 1.79 -1.40 -0.59
H 0.60 -0.10 -0.09
H 2.66 -0.38 -2.46
H 2.53 1.36 -1.91
H 0.33 2.20 -1.57
H -0.88 0.79 -1.57
H -2.01 2.60 -2.84
H -0.53 3.00 -3.86
H -1.46 1.37 -4.07
H 4.29 -2.89 1.32
H 1.96 -2.68 1.86
*
```

Results
**Calculated total energy**: -42146.4828 eV
**Orbital gap**: 5.499 eV
**Largest force on an atom**: 5.4 eV/Å

=====

# 12
Molecular formula: C20H34Al2Br2Cl2F10LiN2O6P
Method: DFT, ωB97M-V with the def2-TZVPD basis set

Structure (ORCA input):
```
! RIJCOSX wB97M-V def2-TZVPD def2/J DEFGRID3
* xyz 2 1
C -1.21 -4.05 1.76
C -1.77 -2.73 1.08
P -1.12 -2.48 -0.64
C -1.98 -0.91 -1.25
C 0.77 -2.16 -0.59
N 1.38 -3.46 -0.91
N 1.03 -1.09 -1.56
C 2.46 -0.90 -1.82
C 3.15 0.08 -0.79
O 2.28 1.15 -0.39
C 3.03 2.33 -0.32
C 2.39 3.44 0.57
F 3.11 4.58 0.41
F 2.60 3.02 1.84
C 0.81 3.65 0.40
F 0.44 4.60 1.42
F 0.09 2.54 0.73
C 0.34 4.32 -0.99
F -1.09 4.71 -0.81
F 1.02 5.50 -1.30
C 0.38 3.41 -2.30
F 1.59 3.53 -3.01
F 0.07 2.02 -2.14
C 1.15 -1.79 0.88
O 2.04 -2.41 1.47
O 0.60 -0.83 1.53
H -0.29 -3.77 2.31
H -1.06 -4.85 0.99
H -1.97 -4.42 2.49
H -1.67 -1.84 1.75
H -2.88 -2.89 0.98
H -1.31 -0.02 -1.22
H -2.83 -0.70 -0.56
H -2.32 -1.06 -2.30
H 1.04 -4.10 -0.18
H 2.39 -3.46 -0.79
H 0.55 -1.38 -2.42
H 2.53 -0.38 -2.82
H 3.06 -1.83 -1.93
H 4.10 0.41 -1.28
H 3.42 -0.54 0.10
H 4.01 2.07 0.18
H 3.34 2.71 -1.37
H -0.45 3.85 -3.01
Li 0.02 6.18 0.49
Cl -1.73 -2.63 5.80
C -0.18 -3.22 6.45
C 0.81 -3.52 5.36
Cl 0.34 -4.92 4.39
H -0.38 -4.09 7.07
H 0.21 -2.43 7.10
H 1.82 -3.76 5.81
H 0.94 -2.68 4.68
C -6.20 -3.67 6.14
C -5.53 -3.81 4.80
O -4.64 -2.69 4.54
H -6.78 -2.75 6.19
H -6.87 -4.51 6.33
H -5.46 -3.63 6.95
H -6.27 -3.84 4.00
H -4.94 -4.73 4.75
H -3.97 -2.71 5.26
O 0.00 2.13 -9.25
C 0.43 2.63 -8.25
O 0.27 2.09 -7.01
C 0.80 2.99 -6.03
C 1.79 3.86 -6.78
C 1.16 3.94 -8.16
H -0.01 3.57 -5.60
H 1.29 2.42 -5.23
H 1.95 4.83 -6.31
H 2.76 3.36 -6.85
H 0.45 4.76 -8.24
H 1.92 4.02 -8.94
Al 4.20 2.31 -2.83
F 1.36 4.13 3.37
F -1.03 4.75 -4.22
Br -3.89 -0.72 4.94
Al -1.63 2.61 -0.87
Br 3.76 -4.15 5.96
*
```

Results
**Calculated total energy**: -251513.8955 eV
**Orbital gap**: 1.895 eV
**Largest force on an atom**: 3.3 eV/Å

=====

# 13
Molecular formula: C26H25F4N4O5RhS
Method: DFT, ωB97M-V with the def2-TZVPD basis set

Structure (ORCA input):
```
! RIJCOSX wB97M-V def2-TZVPD def2/J DEFGRID3
* xyz 0 5
Rh -0.40 0.70 -0.13
C -3.45 -0.53 0.93
C -3.81 0.71 0.11
N -2.69 1.17 -0.73
C -2.85 0.77 -2.14
C -3.06 -0.72 -2.34
C -2.61 2.64 -0.63
C -1.47 3.28 -1.42
N -0.23 2.57 -1.22
C 0.90 3.07 -1.74
C 2.11 2.33 -1.62
F 2.03 1.11 -1.04
C 3.33 2.78 -2.07
F 4.42 2.03 -1.88
C 3.45 4.01 -2.71
C 2.29 4.74 -2.88
F 2.34 5.93 -3.50
C 1.06 4.31 -2.42
F 0.00 5.12 -2.65
H -4.20 -0.67 1.70
H -2.48 -0.38 1.41
H -3.40 -1.42 0.32
H -4.07 1.50 0.81
H -4.69 0.51 -0.52
H -1.94 1.05 -2.67
H -3.70 1.31 -2.58
H -2.28 -1.29 -1.84
H -3.00 -0.94 -3.40
H -4.03 -1.05 -1.98
H -2.48 2.88 0.43
H -3.56 3.09 -0.98
H -1.39 4.32 -1.07
H -1.72 3.30 -2.49
H 4.39 4.36 -3.08
O 0.49 -1.79 -3.24
C 0.28 -2.11 -2.10
N 0.01 -1.27 -1.04
C -0.21 -1.97 0.10
O -0.48 -1.39 1.16
C -0.13 -3.41 -0.19
C -0.35 -4.53 0.58
C -0.26 -5.76 -0.05
C 0.06 -5.86 -1.40
C 0.30 -4.73 -2.17
C 0.19 -3.50 -1.55
H -0.60 -4.45 1.63
H -0.46 -6.66 0.52
H 0.11 -6.84 -1.85
H 0.55 -4.80 -3.21
N 0.25 1.65 2.01
C 1.10 0.74 2.71
C 2.02 0.00 1.96
C 2.90 -0.86 2.59
C 2.83 -0.96 3.95
C 1.93 -0.27 4.72
C 1.04 0.57 4.09
S 4.19 -1.95 4.72
O 5.22 -0.93 4.62
O 3.70 -2.22 6.05
O 4.31 -3.07 3.83
H 0.80 2.38 1.57
H -0.44 2.06 2.63
H 2.04 0.09 0.89
H 3.61 -1.45 2.04
H 1.93 -0.41 5.79
H 0.31 1.12 4.67
*
```

Results
**Calculated total energy**: -68274.8817 eV
**Orbital gap (spin up / spin down)**: 6.594 / 3.093 eV
**Energy above the lowest of the compared OMol25 structures with the same formula, charge and spin**: 131.3 kJ/mol
**Largest force on an atom**: 2.4 eV/Å